No. 1
A 15-piece molecular cluster, C22H74N16O15 overall in a non-equilibrium geometry. Source: OMol25; level of theory: the ωB97M-V functional and the def2-TZVPD basis.

ORCA input file:
```
! wB97M-V def2-TZVPD RIJCOSX def2/J DEFGRID3
* xyz 0 1
C 3.633 -1.543 -4.562
C 4.025 -1.169 -3.179
O 3.065 -0.448 -2.550
H 4.405 -2.170 -4.997
H 3.524 -0.744 -5.290
H 2.664 -2.138 -4.584
H 4.896 -0.559 -3.384
H 4.274 -2.013 -2.551
H 2.929 0.312 -3.084
C -3.530 -0.339 2.596
C -4.712 -1.198 2.265
O -5.921 -0.459 2.415
H -3.549 0.042 3.582
H -3.328 0.480 1.897
H -2.626 -0.908 2.501
H -4.828 -2.111 2.858
H -4.726 -1.460 1.282
H -6.680 -1.055 2.390
C -4.648 0.983 -0.780
C -5.488 0.903 -2.085
O -4.644 0.832 -3.234
H -3.953 1.826 -0.508
H -4.157 0.084 -0.581
H -5.384 1.043 -0.019
H -6.166 1.784 -2.206
H -6.108 -0.047 -2.066
H -5.127 0.322 -3.883
C -0.705 2.190 3.240
C 0.814 2.175 3.368
O 0.953 1.382 4.507
H -0.926 2.912 2.477
H -1.222 2.752 4.031
H -1.215 1.226 3.142
H 1.278 3.151 3.565
H 1.294 1.818 2.473
H 1.714 0.879 4.361
C 0.921 0.136 0.034
C -0.587 0.228 0.333
O -1.242 -0.291 -0.795
H 1.506 0.682 0.823
H 1.186 0.750 -0.859
H 1.227 -0.927 -0.062
H -0.831 1.306 0.463
H -0.883 -0.285 1.276
H -1.214 0.339 -1.565
C 2.436 -4.024 -1.107
C 1.179 -4.797 -1.025
O 1.104 -5.797 -1.981
H 2.466 -3.057 -0.573
H 2.627 -3.674 -2.147
H 3.233 -4.666 -0.742
H 0.314 -4.145 -1.057
H 1.111 -5.264 -0.030
H 0.167 -5.905 -2.228
C 3.613 4.016 2.168
C 4.081 2.720 1.542
O 3.745 2.595 0.206
H 4.070 4.834 1.726
H 3.947 3.975 3.229
H 2.520 4.204 2.068
H 3.578 1.921 2.180
H 5.112 2.535 1.517
H 4.101 1.773 -0.133
C -2.561 4.908 0.039
O -2.581 3.559 0.141
N -3.095 5.717 0.892
N -1.744 5.543 -0.751
H -3.735 5.299 1.555
H -2.848 6.745 0.957
H -1.002 4.958 -1.299
H -2.039 6.486 -1.181
C -0.269 -2.652 -3.472
O 0.321 -3.243 -4.566
N 0.447 -2.041 -2.604
N -1.570 -2.477 -3.345
H 1.459 -1.996 -2.625
H -0.002 -1.551 -1.823
H -2.030 -2.813 -4.141
H -2.086 -2.617 -2.469
C 2.185 -2.100 2.362
O 1.731 -0.929 2.977
N 3.422 -2.380 2.278
N 1.365 -2.971 1.731
H 4.124 -1.724 2.719
H 3.759 -3.319 2.050
H 0.391 -2.792 1.634
H 1.686 -3.574 1.067
C -0.995 1.025 -3.746
O -1.263 2.342 -4.038
N 0.208 0.526 -3.754
N -1.874 0.178 -3.314
H 0.980 1.005 -4.233
H 0.437 -0.413 -3.375
H -2.798 0.551 -3.280
H -1.661 -0.817 -3.300
C 5.009 -0.221 0.438
O 5.346 -0.397 1.753
N 5.733 0.421 -0.418
N 3.946 -0.698 -0.087
H 6.635 0.708 -0.025
H 5.374 0.745 -1.305
H 3.418 -1.253 0.647
H 3.554 -0.555 -1.053
C -2.328 -3.143 0.073
O -1.179 -2.855 0.684
N -2.942 -4.239 0.293
N -2.858 -2.462 -0.851
H -2.708 -4.849 1.109
H -3.877 -4.446 -0.074
H -2.353 -1.533 -0.901
H -3.843 -2.537 -1.008
C -1.584 -1.096 5.117
O -2.672 -1.862 5.482
N -0.806 -1.494 4.187
N -1.286 0.032 5.672
H -1.019 -2.390 3.720
H 0.067 -1.078 3.874
H -1.796 0.392 6.545
H -0.495 0.587 5.314
C 0.931 3.352 -1.424
O 1.793 2.967 -2.405
N -0.325 3.400 -1.664
N 1.274 3.830 -0.309
H -0.543 3.061 -2.591
H -1.031 3.277 -0.898
H 2.251 3.704 -0.051
H 0.674 4.273 0.395
*
```

M   802.931 g mol⁻¹
HOMO-LUMO gap   7.84 eV



No. 2
A 19-piece molecular cluster, C22H87N5O19 overall in a non-equilibrium geometry. Source: OMol25; level of theory: the ωB97M-V functional and the def2-TZVPD basis.

ORCA input file:
```
! wB97M-V def2-TZVPD RIJCOSX def2/J DEFGRID3
* xyz 0 1
C 1.254 -2.715 3.752
O 1.007 -1.370 3.324
H 1.915 -2.693 4.668
H 0.307 -3.112 4.036
H 1.749 -3.394 3.041
H 1.674 -1.157 2.673
C 0.150 -0.593 -4.404
O 0.064 0.747 -5.040
H -0.224 -0.519 -3.414
H -0.534 -1.302 -4.917
H 1.233 -0.916 -4.519
H -0.767 1.137 -4.809
C -6.495 -0.806 -1.370
C -5.706 -1.991 -0.846
C -6.513 -3.281 -0.991
O -7.612 -3.237 -0.117
C -8.677 -4.130 -0.525
N -4.401 -2.042 -1.535
H -5.753 -0.090 -1.649
H -7.265 -0.393 -0.670
H -6.992 -1.189 -2.292
H -5.466 -1.761 0.202
H -5.793 -4.120 -0.830
H -6.696 -3.266 -2.038
H -8.644 -5.001 0.107
H -8.543 -4.332 -1.599
H -9.593 -3.540 -0.326
H -4.525 -2.382 -2.568
H -3.904 -2.819 -1.058
C -4.916 -2.769 4.694
C -6.284 -2.866 3.956
C -6.617 -1.398 3.432
O -5.647 -0.980 2.480
C -5.934 0.266 1.878
N -6.084 -3.863 2.890
H -5.027 -2.210 5.636
H -4.193 -2.195 4.101
H -4.502 -3.769 4.917
H -7.083 -2.989 4.693
H -6.655 -0.696 4.238
H -7.570 -1.395 2.922
H -7.017 0.537 1.769
H -5.469 0.249 0.932
H -5.403 1.037 2.454
H -6.882 -3.780 2.251
H -5.312 -3.567 2.295
C 8.496 0.566 -5.153
C 7.368 -0.253 -4.462
C 6.470 0.709 -3.694
O 5.430 -0.075 -3.028
C 4.503 0.655 -2.160
N 6.507 -1.056 -5.370
H 9.005 1.136 -4.362
H 8.116 1.190 -5.962
H 9.257 -0.078 -5.669
H 7.754 -0.964 -3.744
H 5.977 1.440 -4.357
H 7.039 1.244 -2.916
H 3.796 1.330 -2.683
H 5.147 1.266 -1.569
H 4.010 -0.141 -1.547
H 5.850 -1.561 -4.788
H 5.969 -0.474 -5.987
C 5.842 3.704 2.030
C 5.520 3.113 0.641
C 4.015 3.271 0.319
O 3.161 2.376 1.106
C 1.850 2.883 1.105
N 6.439 3.757 -0.395
H 5.445 4.727 2.082
H 6.943 3.888 2.147
H 5.480 3.136 2.849
H 5.745 2.030 0.688
H 3.815 3.148 -0.791
H 3.856 4.266 0.670
H 1.185 2.128 0.699
H 1.723 3.769 0.507
H 1.506 3.118 2.108
H 6.029 3.637 -1.310
H 6.287 4.771 -0.270
C -1.630 0.916 1.717
C -1.911 -0.451 1.088
C -0.689 -0.933 0.303
O -0.348 0.157 -0.498
C 0.932 0.070 -1.043
N -2.354 -1.418 2.025
H -1.504 1.737 1.035
H -0.747 0.904 2.349
H -2.468 1.131 2.379
H -2.816 -0.339 0.459
H -0.863 -1.772 -0.337
H 0.163 -1.147 1.060
H 1.217 0.805 -1.814
H 1.020 -0.937 -1.449
H 1.639 0.160 -0.189
H -1.701 -1.568 2.765
H -3.211 -1.205 2.493
O -2.342 2.363 -4.310
H -2.593 1.692 -3.629
H -3.153 2.557 -4.756
O 4.890 0.277 4.035
H 4.736 0.122 3.075
H 5.458 -0.445 4.349
O 3.311 -0.951 -4.862
H 4.184 -0.823 -4.436
H 3.238 -0.248 -5.486
O 0.907 5.736 2.937
H 1.787 6.041 2.760
H 1.071 4.877 3.388
O 2.612 1.408 -6.491
H 1.688 1.167 -6.219
H 2.816 2.190 -5.961
O 1.642 0.940 4.730
H 2.535 0.665 4.714
H 1.260 0.220 4.182
O -0.659 -1.208 5.983
H -0.997 -0.658 5.204
H -0.009 -0.662 6.346
O -2.567 0.066 -2.328
H -1.715 0.180 -1.795
H -3.160 -0.637 -1.925
O -3.234 -3.919 0.595
H -3.190 -4.698 1.142
H -2.899 -3.233 1.222
O 3.035 -0.336 1.730
H 3.074 0.594 1.409
H 3.595 -0.844 1.098
O 2.338 3.581 4.271
H 1.943 2.694 4.348
H 2.925 3.691 5.027
O 1.241 3.286 -3.816
H 0.586 3.555 -3.115
H 0.728 2.647 -4.315
*
```

M   725.954 g mol⁻¹
HOMO-LUMO gap   9.21 eV



no.,calculated total energy (Eh)
1,-2887.27866
2,-2593.60456